[1]
Molecular formula: C7H15O2
Method: DFT, wB97M-V/def2-TZVPD

Calculated values
Net charge: -1
Frontier orbital gap, eV: 7.3058
ΔE to the lowest compared entry with this formula, charge and spin, eV: 0.659
E_tot, a.u.: -426.23120
Multiplicity: 1
LUMO, eV: 3.40

CARTESIAN COORDINATES (ANGSTROEM)
C: 1.37787 -0.52561 -0.30391
C: 2.14156 0.79182 -0.26775
C: 2.14958 -1.81627 -0.67120
C: 0.78214 -0.68912 1.11012
H: 0.59328 -0.46097 -1.04756
H: 2.39755 1.16586 -1.25650
H: 2.95474 0.71650 0.46322
H: 3.00221 -1.95483 -0.01372
H: 1.39631 -2.58768 -0.76110
H: 2.60182 -1.57407 -1.63831
H: -0.15346 -0.14497 1.25173
H: 0.54323 -1.72148 1.37443
H: 1.42295 -0.19350 1.84668
H: 1.51636 1.54348 0.23280
C: -2.29231 1.13486 0.45993
C: -1.69549 1.26868 -0.93557
C: -2.93635 -0.31016 0.68495
O: -3.00617 -1.03275 -0.32974
O: -3.30699 -0.51251 1.85782
H: -1.61877 1.32822 1.29734
H: -3.17307 1.78438 0.55396
H: -0.79173 0.66772 -0.93659
H: -1.40935 2.21203 -1.38634
H: -2.49592 0.91038 -1.58470


[2]
Molecular formula: C6H3Cl2F3NO
Method: DFT, wB97M-V/def2-TZVPD

Calculated values
Net charge: +1
Frontier orbital gap, eV: 7.6114
ΔE to the lowest compared entry with this formula, charge and spin, eV: 0.000
E_tot, a.u.: -1580.03100
Multiplicity: 1
LUMO, eV: -6.89

CARTESIAN COORDINATES (ANGSTROEM)
C: -1.68666 -1.36251 -1.02255
C: -0.49079 -1.95210 -0.60841
C: -1.82396 0.03832 -0.97068
C: 0.59481 -1.15273 -0.25595
C: -0.71912 0.81051 -0.65539
C: 1.66147 1.49495 1.55249
N: 0.37836 0.15212 -0.21439
O: 1.74832 1.14970 0.25187
F: 0.48767 1.99867 1.90360
F: 2.59139 2.29335 1.80695
F: 1.68453 0.36913 2.33976
Cl: 2.05997 -1.79238 0.20027
Cl: -0.85210 2.44568 -0.84922
H: -2.63605 -1.89412 -1.04582
H: -0.38637 -3.03488 -0.85941
H: -2.61146 0.43629 -1.57312


[3]
Molecular formula: C3H5NOS2
Method: DFT, wB97M-V/def2-TZVPD

Calculated values
SMILES string: O=C1SCCN1S
Frontier orbital gap, eV: 9.9841
ΔE to the lowest compared entry with this formula, charge and spin, eV: 0.223
E_tot, a.u.: -1043.68102
Multiplicity: 1
LUMO, eV: 0.58

CARTESIAN COORDINATES (ANGSTROEM)
C: 0.44536 1.45199 0.33158
C: -0.96910 1.80979 -0.11042
C: -0.46607 -0.76762 -0.06858
H: 2.46041 -0.94519 1.29412
H: 0.49437 1.59451 1.40335
H: 1.16762 2.00622 -0.25498
H: -1.46687 2.52667 0.56875
H: -0.98387 2.24075 -1.13667
N: 0.62938 0.02022 0.04743
O: -0.53903 -1.96414 -0.16192
S: 2.20533 -0.68259 -0.02398
S: -1.94447 0.25657 -0.09019


What is the E_tot in the second record?
-1580.03100 a.u.


Which of these has the highest frontier orbital gap?
C3H5NOS2


Number 2 is which compound?
C6H3Cl2F3NO


What did the second record say?
Molecular formula: C6H3Cl2F3NO
Method: DFT, wB97M-V/def2-TZVPD

Calculated values
Net charge: +1
Frontier orbital gap, eV: 7.6114
ΔE to the lowest compared entry with this formula, charge and spin, eV: 0.000
E_tot, a.u.: -1580.03100
Multiplicity: 1
LUMO, eV: -6.89

CARTESIAN COORDINATES (ANGSTROEM)
C: -1.68666 -1.36251 -1.02255
C: -0.49079 -1.95210 -0.60841
C: -1.82396 0.03832 -0.97068
C: 0.59481 -1.15273 -0.25595
C: -0.71912 0.81051 -0.65539
C: 1.66147 1.49495 1.55249
N: 0.37836 0.15212 -0.21439
O: 1.74832 1.14970 0.25187
F: 0.48767 1.99867 1.90360
F: 2.59139 2.29335 1.80695
F: 1.68453 0.36913 2.33976
Cl: 2.05997 -1.79238 0.20027
Cl: -0.85210 2.44568 -0.84922
H: -2.63605 -1.89412 -1.04582
H: -0.38637 -3.03488 -0.85941
H: -2.61146 0.43629 -1.57312